# 1
A molecular structure, C48H54Cl5IN2O6OsPTe in a non-equilibrium geometry, computed with the ωB97M-V functional and the def2-TZVPD basis.

## Properties
HOMO-LUMO gap (spin up / spin down): 7.55 / 5.41 eV
Lowest unoccupied orbital energy (spin up / spin down): 0.1 / -2.1 eV
E_HOMO (spin up / spin down): -7.48 / -7.50 eV
DFT total energy: -5720.91570 hartree
<S²>: 8.773
ΔE to the lowest compared entry with this formula, charge and spin: 23.7 kcal/mol
2S+1: 6

Geometry as XYZ:
```
119
C48H54Cl5IN2O6OsPTe (the ωB97M-V functional and the def2-TZVPD basis)
Os -1.2561 -0.4933 -0.1948
Cl 1.0036 -6.0165 4.2424
C 0.9361 -4.7130 3.1251
C -0.1424 -4.5840 2.2618
Cl -1.4378 -5.7081 2.3343
C -0.1884 -3.5322 1.3578
Cl -1.5598 -3.3459 0.3396
C 0.8081 -2.5378 1.2767
O 0.7518 -1.5283 0.4515
C 1.8796 -2.6891 2.2093
Cl 3.0490 -1.4278 2.2997
C 1.9449 -3.7480 3.0995
Cl 3.2577 -3.8562 4.1992
I 5.8762 0.4869 -4.3945
C 4.1651 1.1092 -3.3298
C 3.7912 2.4442 -3.3452
C 2.6750 2.8417 -2.6264
C 1.9460 1.9135 -1.8912
C 2.3319 0.5771 -1.8955
C 3.4427 0.1674 -2.6167
C 0.7738 2.3769 -1.0649
O 0.3037 3.4861 -1.2194
O 0.3423 1.5026 -0.1844
H 4.3698 3.1648 -3.9069
H 2.3609 3.8773 -2.6248
H 1.7614 -0.1416 -1.3193
H 3.7288 -0.8759 -2.6240
O -2.9624 0.3931 -0.4825
O -3.4486 0.6209 0.7273
C -3.9736 -2.3989 -4.8498
C -3.2325 -2.4040 -3.5125
C -2.7449 -3.8232 -3.1967
C -4.1744 -2.0037 -2.3712
P -1.7253 -1.2361 -3.4887
N -1.2520 -1.0411 -1.9871
C -0.2628 -2.0445 -4.3948
C 0.3564 -3.0834 -3.4425
C -0.6276 -2.6821 -5.7349
C 0.7987 -0.9614 -4.6134
C -2.1425 0.4608 -4.2586
C -3.5122 0.9181 -3.7388
C -1.1152 1.4757 -3.7316
C -2.1703 0.4356 -5.7861
H -4.7309 -3.1860 -4.8322
H -3.3035 -2.5933 -5.6876
H -4.4855 -1.4555 -5.0292
H -3.6154 -4.4548 -3.0059
H -2.1270 -3.8281 -2.2992
H -2.1939 -4.2700 -4.0215
H -4.9366 -2.7767 -2.2521
H -4.6777 -1.0572 -2.5427
H -3.6267 -1.9268 -1.4340
H -0.1843 -4.0269 -3.4397
H 0.3829 -2.6948 -2.4239
H 1.3818 -3.2904 -3.7542
H -1.2869 -3.5408 -5.6174
H 0.2896 -3.0322 -6.2135
H -1.1031 -1.9693 -6.4094
H 1.0030 -0.4363 -3.6833
H 0.5125 -0.2392 -5.3755
H 1.7253 -1.4329 -4.9472
H -3.5465 0.8728 -2.6533
H -4.3317 0.3431 -4.1652
H -3.6599 1.9597 -4.0301
H -0.9691 1.3386 -2.6617
H -1.4990 2.4871 -3.8750
H -0.1500 1.4146 -4.2277
H -2.9052 -0.2760 -6.1642
H -1.2014 0.1960 -6.2200
H -2.4518 1.4298 -6.1401
C 5.6957 4.3379 4.7824
C 4.6944 3.3477 4.2503
C 4.8319 2.7893 2.9930
C 3.8668 1.9347 2.4563
C 4.1256 1.4148 1.0589
C 2.7273 1.6334 3.2184
Te 0.9750 0.8367 1.9763
N -0.9494 -0.0617 1.8039
C -0.8085 -0.6906 2.9295
O 0.3006 -0.3941 3.5823
C -1.7463 -1.6438 3.5426
C -1.3339 -2.3867 4.6492
C -2.1974 -3.2996 5.2290
C -3.4771 -3.4661 4.7198
C -3.9022 -2.7014 3.6424
C -3.0428 -1.7900 3.0522
C 0.1788 2.7582 2.4648
C 1.0178 3.7483 1.9528
C 0.7359 5.0887 2.1298
C -0.3991 5.4490 2.8367
C -1.2420 4.4722 3.3341
C -0.9859 3.1132 3.1519
C -1.9547 2.1113 3.7163
C 2.5932 2.1560 4.5131
C 1.4129 1.8876 5.4077
C 3.5889 2.9924 5.0084
H 6.3980 4.6358 4.0051
H 6.2610 3.9113 5.6133
H 5.1861 5.2291 5.1504
H 5.7015 3.0347 2.3898
H 4.8995 0.6446 1.0711
H 4.4719 2.2231 0.4117
H 3.2393 0.9838 0.6081
H -0.3345 -2.2394 5.0382
H -1.8747 -3.8690 6.0909
H -4.1485 -4.1864 5.1692
H -4.9162 -2.7967 3.2761
H -3.3771 -1.1672 2.2368
H 1.9094 3.4660 1.4057
H 1.3937 5.8432 1.7198
H -0.6258 6.4927 3.0135
H -2.1294 4.7648 3.8836
H -2.4895 1.6076 2.9115
H -2.6899 2.6104 4.3474
H -1.4458 1.3612 4.3215
H 0.8889 0.9862 5.1155
H 0.7173 2.7305 5.3737
H 1.7444 1.7736 6.4409
H 3.4799 3.3920 6.0130
```

=====

# 2
C16H30N2O6 in the gas phase in a non-equilibrium geometry, computed with the ωB97M-V functional and the def2-TZVPD basis.

## Properties
HOMO-LUMO gap: 9.21 eV
Lowest unoccupied orbital energy: 0.6 eV
E_HOMO: -8.56 eV
DFT total energy: -1188.00771 hartree
SMILES: CC(=O)N1CCOCCOCCN(C(C)=O)CCOCCOCC1
ΔE to the lowest compared entry with this formula, charge and spin: 363.7 kcal/mol

Geometry as XYZ:
```
54
C16H30N2O6 (the ωB97M-V functional and the def2-TZVPD basis)
C 5.7538 0.5575 -0.3432
C 4.8569 -0.5740 -0.6021
O 5.1717 -1.6388 -0.4603
N 3.4999 -0.2522 -1.0094
C 2.9995 0.9600 -1.2712
C 2.4753 1.7845 0.0876
O 1.6322 3.1000 -0.0104
C 0.2102 2.7215 -0.2686
C -0.3754 2.6659 1.2407
O -1.4815 1.6544 1.1109
C -2.7000 2.0619 0.6670
C -3.6532 0.8323 0.6879
N -3.5737 -0.0808 -0.3010
C -4.4331 -0.0753 -1.3527
C -4.4078 -1.2774 -2.4137
O -5.5515 0.5801 -1.1622
C -2.3580 -0.6850 -0.5421
C -2.4896 -1.8575 0.6649
O -1.4610 -2.8776 0.8609
C -0.4466 -2.6333 1.8716
C 0.2829 -1.1407 1.6799
O 0.8042 -0.9805 0.3488
C 1.8779 -1.8105 0.0726
C 2.4914 -1.4369 -1.2360
H 5.3913 1.3266 0.2545
H 6.0552 1.1241 -1.4764
H 6.7083 0.0378 0.0023
H 2.0701 1.0449 -1.7560
H 3.6599 1.6398 -1.3928
H 1.8955 1.0334 0.6854
H 3.3837 2.0680 0.7937
H -0.0679 3.2440 -0.9036
H 0.1836 1.7105 -0.7160
H 0.3396 2.3065 1.8486
H -0.8597 3.6482 1.5480
H -2.3186 2.1903 -0.4693
H -2.8788 2.8708 1.0383
H -4.7847 1.4902 0.4159
H -3.4755 0.4826 1.6194
H -4.2980 -2.1423 -1.7026
H -5.2799 -1.2094 -2.8545
H -3.5963 -0.9849 -2.8136
H -2.0247 -1.2497 -1.2859
H -1.5105 -0.4175 0.0185
H -3.4488 -2.7057 0.3996
H -2.8181 -1.7730 1.7203
H -0.9171 -2.7093 2.9320
H 0.0891 -3.3523 1.9925
H -0.4279 -0.3780 1.9516
H 0.9374 -1.1437 2.6028
H 1.4368 -2.8229 -0.3512
H 2.6005 -1.9566 1.1062
H 3.0490 -2.1958 -1.6569
H 1.7821 -0.7743 -1.8703
```

=====

# 3
C6H10O in the gas phase, computed with the ωB97M-V functional and the def2-TZVPD basis.

## Properties
HOMO-LUMO gap: 10.47 eV
Lowest unoccupied orbital energy: 1.1 eV
E_HOMO: -9.33 eV
DFT total energy: -309.78747 hartree
SMILES: C[C@H]1O[C@H]2CC[C@H]21
ΔE to the lowest compared entry with this formula, charge and spin: 34.5 kcal/mol

Geometry as XYZ:
```
17
C6H10O (the ωB97M-V functional and the def2-TZVPD basis)
C -1.9483 -0.7633 -0.2529
C -0.8914 -0.3949 0.7928
O 0.1778 -1.3747 0.7096
C 1.2041 -0.3779 0.6727
C 1.6329 0.0570 -0.7500
C 0.5983 1.2162 -0.6753
C 0.1626 0.7552 0.7300
H -1.6887 -0.4847 -1.2791
H -1.9788 -1.8584 -0.2142
H -2.9685 -0.4157 -0.0467
H -1.3897 -0.4297 1.7767
H 2.0012 -0.5704 1.4010
H 1.4629 -0.7112 -1.5102
H 2.6703 0.4039 -0.8406
H 1.0641 2.2063 -0.6769
H -0.1991 1.2024 -1.4222
H 0.1432 1.4731 1.5536
```